148
Properties=species:S:1:pos:R:3:forces:R:3:lowdin_charge:R:1 method="wB97M-V/def2-TZVPD" gap_ev=7.28 total_charge=+1 e_homo_ev=-10.15
O 7.88836 -5.10253 1.24384 0.017 -0.162 0.040 -0.211
O -1.31814 -0.11160 -1.70635 0.827 -0.205 -0.405 -0.021
O 4.19299 -0.11431 -8.90956 0.124 -0.101 0.005 -0.190
O -8.16973 4.88489 -3.75530 0.033 -0.133 0.148 -0.186
O -5.35450 2.24944 9.73000 0.104 0.130 -0.076 -0.189
O -3.52366 0.04911 -1.88487 -2.619 2.598 -0.290 0.156
O 6.96180 0.78683 0.24300 2.031 -1.586 1.481 0.138
O -2.96133 -3.09307 2.15489 0.028 -0.135 0.096 -0.202
O -7.59216 2.56264 1.64676 0.081 0.061 -0.185 -0.186
N -4.14156 -0.17746 8.75067 -0.215 0.059 -0.115 0.038
N 9.31696 -3.11263 2.76695 -0.274 -0.006 -0.020 0.039
N 4.60183 -0.97745 -6.20377 -0.295 0.148 0.034 0.039
N -3.85753 -0.68191 3.44955 -0.082 -0.021 -0.213 0.048
N -9.12799 7.30520 -2.50457 -0.129 -0.143 -0.159 0.039
N 4.73768 1.24964 -2.30370 -0.345 -0.286 0.168 -0.072
N -6.77900 -0.16397 2.08871 -0.199 0.081 -0.082 0.044
C 4.88469 1.01821 -0.82198 0.654 0.529 0.128 -0.035
C 5.35904 0.34426 -9.57631 -0.119 0.199 0.049 -0.097
C -2.46404 1.57116 8.51961 0.137 0.046 -0.125 -0.071
C -6.53991 3.50874 1.70987 -0.074 0.006 0.271 -0.109
C 6.46779 -1.87031 -7.49307 0.081 -0.115 0.079 -0.059
C -2.70894 -2.12143 -2.03075 0.928 0.361 0.616 0.039
C 4.18033 -1.49395 -8.59715 -0.255 -0.083 0.042 -0.204
C 3.85556 2.39638 -2.69987 -0.349 0.684 0.266 -0.108
C -4.02950 -1.97607 4.11059 0.441 0.014 -0.016 -0.426
C -8.22891 5.91404 -0.72185 -0.033 -0.071 0.215 -0.069
C 7.85440 -5.12387 2.66115 -0.178 0.154 0.191 -0.206
C 6.00961 -2.86582 -0.83039 -0.540 -0.433 -0.175 -0.087
C -5.09286 0.83541 0.63593 0.056 0.045 -0.027 -0.077
C 0.08521 1.72454 -2.44087 0.745 -0.880 -0.403 -0.157
C -6.56765 0.47052 0.78012 0.224 0.216 0.200 -0.407
C -4.96048 2.14303 8.37493 -0.157 -0.098 -0.195 -0.210
C 5.75050 -0.78246 -3.28184 0.039 0.044 0.434 -0.177
C 2.47004 2.43193 -2.07678 0.046 -0.239 -0.568 -0.170
C -7.51921 1.65565 0.56325 -0.250 -0.155 -0.072 -0.205
C 8.70946 -6.09454 0.65057 -0.035 0.191 -0.185 -0.102
C 4.95162 -1.86486 -7.32255 0.291 0.150 -0.162 -0.416
C -1.72499 -3.59467 2.62506 0.021 0.160 -0.212 -0.113
C 6.26113 1.51943 -0.32857 -2.123 1.037 -1.256 -0.240
C -4.02286 -3.13284 3.09897 -0.366 0.034 -0.036 -0.199
C -0.87582 0.62508 -2.85316 -0.449 0.779 0.310 -0.176
C 10.33127 -5.25697 3.31636 0.061 -0.086 0.146 -0.069
C 5.65236 -2.30147 -3.30411 0.163 -0.096 0.423 -0.198
C 1.54213 1.24752 -2.39877 -0.005 0.117 1.340 -0.195
C -2.57758 -0.61997 -1.88123 1.543 -2.726 0.182 -0.553
C 4.43491 -0.05318 -3.01627 0.371 0.046 -0.890 -0.120
C -3.85721 1.10812 8.10399 0.116 0.057 0.303 -0.437
C -9.23289 4.83742 -2.81972 -0.293 0.030 -0.040 -0.204
C -6.92435 4.42168 -3.27118 0.024 0.148 -0.219 -0.107
C 5.05868 -2.91501 -2.03511 0.343 0.049 0.008 -0.245
C -4.51268 3.04815 10.54156 -0.144 -0.145 0.150 -0.106
C -2.98445 -2.11525 5.21426 -0.065 -0.056 0.204 -0.065
C -9.27306 6.01194 -1.82903 0.365 0.039 -0.076 -0.427
C 9.04658 -4.43449 3.34321 0.203 -0.083 -0.287 -0.431
H 2.54678 2.62641 -1.01197 -0.134 -0.130 0.230 0.111
H -4.68904 3.12944 7.97598 0.111 0.004 0.053 0.119
H 5.41433 -2.99428 0.06978 0.139 0.176 0.291 0.077
H -2.31281 1.51173 9.59704 -0.072 0.000 0.015 0.064
H 6.51550 2.58218 -0.50691 -0.012 0.083 -0.140 0.142
H -6.35947 5.23244 -2.80438 0.042 -0.094 0.138 0.075
H -5.01110 -1.98016 4.59362 -0.057 -0.045 -0.119 0.136
H -7.73593 -0.50354 2.13879 0.068 -0.133 -0.006 0.081
H 4.65442 -2.88263 -7.05261 -0.105 0.031 -0.011 0.138
H 3.69133 -0.63227 -2.48622 0.011 0.142 0.400 0.115
H 4.10521 -2.46714 -1.74656 -0.106 0.071 -0.201 0.089
H 4.01552 0.22371 -3.97512 -0.201 0.048 -0.131 0.102
H 6.59824 -1.95373 -0.76959 -0.007 0.140 0.086 0.058
H -6.79366 -0.26889 0.00589 -0.097 0.030 0.004 0.139
H -9.23729 3.87257 -2.29498 0.096 0.026 0.074 0.118
H 11.04324 -4.86397 4.04180 -0.017 0.047 -0.034 0.078
H -1.13937 -2.80592 3.10374 0.037 -0.098 0.143 0.073
H 5.08317 1.22338 -10.15728 -0.065 -0.039 -0.003 0.091
H -2.28059 2.60096 8.20498 -0.011 -0.002 0.017 0.077
H -5.69815 3.11773 2.28613 0.113 0.039 -0.121 0.077
H 6.88668 -0.86404 -7.50583 -0.062 0.033 -0.044 0.066
H 5.67225 1.48528 -2.64195 -0.039 0.083 -0.102 0.165
H -1.76837 -2.62485 -1.83288 0.078 -0.108 -0.066 0.079
H 9.73456 -5.73605 0.53692 0.065 -0.141 0.070 0.077
H 10.81964 -5.22929 2.34262 -0.058 0.023 -0.034 0.064
H 4.38512 3.30732 -2.42866 0.162 0.042 0.162 0.137
H -4.49201 -0.06555 0.51423 -0.039 -0.011 -0.002 0.064
H -1.16034 -3.94928 1.76129 -0.060 -0.024 -0.022 0.082
H -7.28423 2.18803 -0.36873 0.128 0.010 0.022 0.106
H -4.09734 3.89410 9.98652 0.045 -0.031 -0.036 0.090
H 6.75777 -2.37149 -8.41728 -0.001 0.015 0.002 0.085
H -5.01974 -0.53930 8.38772 0.075 -0.075 -0.052 0.072
H -1.86203 -4.42938 3.31769 -0.007 0.035 0.055 0.092
H 4.51780 -2.08760 -9.45486 0.127 0.012 0.033 0.126
H 8.31815 -6.29560 -0.34743 -0.063 0.002 0.034 0.084
H -3.70529 2.45223 10.97310 0.115 0.111 -0.038 0.075
H 3.60314 -1.06022 -6.02344 0.008 -0.082 -0.056 0.084
H 6.12593 0.64731 -8.85971 0.117 -0.082 -0.077 0.073
H 6.67420 -2.67383 -3.37404 0.128 -0.071 -0.154 0.122
H 4.70839 -0.02007 -6.53722 0.035 -0.059 -0.104 0.081
H -7.23070 6.18594 -1.06594 -0.023 -0.004 -0.088 0.067
H -6.91490 4.38880 2.23245 -0.076 -0.019 -0.041 0.090
H -3.21613 -1.44176 6.04052 0.008 0.008 -0.021 0.058
H 6.47924 -0.48218 -2.52030 0.006 -0.142 0.169 0.109
H 1.99268 3.32454 -2.47762 0.155 0.240 -0.124 0.123
H 6.68086 -3.71700 -0.84685 0.314 0.006 -0.043 0.066
H -4.92754 1.46395 -0.23903 0.014 -0.039 -0.017 0.073
H -3.83339 0.94345 7.02185 -0.105 0.017 -0.006 0.127
H -5.85808 1.82353 7.83822 -0.021 -0.017 0.066 0.122
H -4.62333 -0.55327 2.79154 -0.129 -0.005 0.173 0.010
H -8.48041 6.59329 0.09301 -0.004 0.030 -0.045 0.081
H -8.30016 7.25172 -3.09353 0.031 0.056 0.089 0.068
H 4.83759 -3.95324 -2.26261 -0.142 -0.181 0.090 0.110
H -3.43512 -2.43737 -1.29086 -0.250 -0.208 -0.114 0.089
H -2.96317 -3.13204 5.61300 0.011 0.010 0.005 0.080
H -7.04513 3.59523 -2.56396 -0.015 0.031 0.054 0.076
H -3.03420 -0.75384 2.85549 0.060 0.055 0.119 0.065
H 8.69996 -7.02556 1.22278 0.036 0.019 0.044 0.093
H 3.12781 -1.74461 -8.43718 -0.006 0.065 -0.009 0.124
H -4.34299 0.00967 9.73029 0.112 -0.032 0.001 0.070
H -4.04738 -4.10681 3.60469 0.125 0.018 0.058 0.120
H 10.13692 -6.30071 3.57175 -0.001 0.006 -0.015 0.080
H 6.93856 -2.40278 -6.66496 -0.027 0.021 0.009 0.073
H -10.25615 5.99071 -1.34984 -0.037 -0.040 -0.080 0.137
H 1.61269 0.55023 -1.55924 0.058 -0.299 -0.094 0.121
H -1.98043 -1.86389 4.87123 -0.022 -0.005 -0.091 0.063
H 6.13816 -0.43436 -4.23275 0.061 0.037 -0.192 0.100
H -5.11484 3.43393 11.36399 -0.048 -0.006 -0.048 0.088
H 9.39124 -3.22812 1.75881 0.123 -0.003 0.040 0.066
H -6.74630 0.57306 2.79094 0.080 -0.034 0.003 0.080
H 8.49602 -2.52465 2.88641 0.081 0.050 0.101 0.067
H -6.20608 3.81188 0.71311 0.044 -0.060 -0.013 0.083
H -8.53215 1.25848 0.45125 -0.007 0.030 0.064 0.124
H -4.70537 1.36109 1.50984 -0.113 0.027 0.043 0.067
H -8.18583 4.90243 -0.31075 -0.015 0.006 -0.004 0.061
H 6.94861 -4.57565 2.93605 0.003 0.022 -0.074 0.119
H -6.34814 4.06594 -4.12592 -0.063 -0.020 -0.021 0.087
H 3.77670 2.41666 -3.78127 0.128 -0.342 -0.202 0.138
H -1.70531 0.94038 8.05499 -0.040 -0.042 0.026 0.072
H 5.76068 -0.41080 -10.25645 0.023 -0.039 0.045 0.095
H 4.13889 1.53701 -0.22493 -0.328 0.065 -0.374 0.133
H -10.14635 4.87281 -3.41914 0.054 0.022 -0.059 0.122
H -1.74376 1.10979 -3.29548 -0.153 -0.098 -0.157 0.127
H -0.42265 -0.04236 -3.58644 0.028 -0.164 -0.052 0.130
H 1.84237 0.68360 -3.27809 -0.115 0.260 -0.350 0.102
H 5.14846 -2.65189 -4.19897 -0.243 0.161 -0.110 0.096
H 0.02876 2.52438 -3.17373 -0.215 0.287 0.032 0.120
H -0.18277 2.06779 -1.44666 -0.221 0.339 -0.015 0.133
H 8.77459 -4.29454 4.39344 -0.099 0.015 -0.028 0.136
H -3.03901 -2.33337 -3.03804 -0.233 -0.125 -0.167 0.090
H -9.89099 7.42156 -3.16618 -0.041 0.085 0.100 0.073
H 7.72336 -6.15060 3.02529 0.117 -0.033 -0.029 0.121
H -4.93815 -3.06217 2.50610 0.056 0.055 -0.055 0.119
H 4.81620 -0.04294 -0.63568 0.069 -0.235 0.089 0.127